Molecular formula: C55H74Cl2F7N2O5PS2
Method: DFT, ωB97M-V/def2-TZVPD

The geometry in XYZ format:
```
148
Properties=species:S:1:pos:R:3:forces:R:3:mulliken_charge:R:1
C 6.826 3.404 1.245 0.0194 -0.0752 -0.1708 -0.099
C 8.010 2.309 0.967 -0.9240 1.3131 -1.0701 -0.748
C 7.635 1.597 -0.433 1.1163 -0.1964 0.6017 0.716
C 8.527 0.283 -0.760 -0.1475 1.1089 -0.5582 -0.653
C 9.136 0.429 -2.254 -0.0227 -1.3261 -0.4154 -0.559
C 8.143 -0.083 -3.411 -0.8991 -0.7044 0.4635 -0.939
C 6.863 0.855 -3.647 -0.4981 0.5660 0.0928 0.143
C 7.195 2.353 -4.141 0.0299 0.0634 -0.3859 -0.727
C 6.340 3.508 -3.428 -0.3816 0.8636 -1.1562 -0.419
C 4.730 3.344 -3.637 0.6494 -0.7942 1.2748 -0.084
C 3.921 4.179 -2.534 -0.3962 1.0543 -0.7402 -0.317
C 2.315 4.172 -2.736 0.7265 0.4540 -0.6318 -0.691
C 1.649 2.706 -2.680 0.7737 0.1205 0.0102 -0.408
C 0.771 2.432 -1.313 1.1704 -0.5449 -1.7118 0.441
C 1.878 2.668 -0.190 1.2917 0.0051 0.1479 0.034
C 1.734 2.087 1.261 -1.1610 2.7038 5.2413 0.172
O 1.505 2.882 2.217 1.2074 -3.6079 -4.4205 -0.495
F 1.923 0.732 1.687 -0.2033 2.7880 -2.0672 -0.237
N -0.183 3.557 -1.272 1.2942 -0.7104 2.9095 0.408
F -0.755 3.941 -2.427 -0.4467 0.1976 -0.5426 -0.257
S -0.830 4.142 0.162 -8.8496 1.1265 2.9046 1.123
C 0.137 5.534 0.997 1.6336 0.8629 0.1700 -0.840
O -1.296 3.099 1.176 3.5447 2.1383 -2.8658 -0.562
O -2.125 4.879 -0.214 4.2883 -1.2597 -0.2648 -0.729
C 0.093 0.943 -1.393 0.3822 0.8549 -1.5420 0.091
C -0.975 0.838 -2.640 -0.3256 -0.0595 -0.1546 -1.726
C -2.521 0.800 -2.275 -1.1415 -1.3905 -1.8969 1.920
C -3.320 0.825 -3.704 0.3356 -0.7921 0.4088 -1.211
Cl -3.221 2.121 -1.264 0.7424 -0.5503 -0.3874 -0.156
O -0.488 0.511 -0.154 0.9344 0.0410 -1.3310 0.354
C -0.844 -0.867 -0.028 -3.4923 -0.3694 2.0008 0.015
S 0.279 -1.919 1.046 0.7404 -0.0241 -0.7947 -0.183
C -2.255 -0.866 0.823 0.4646 -0.7419 0.6360 -0.316
C -2.883 -2.349 0.999 -1.2547 0.1672 0.2797 -0.245
C -3.222 -3.098 -0.383 1.0833 0.2526 -0.5878 -0.168
N -2.124 -4.110 -0.653 -0.2249 0.2625 -0.8466 -0.707
P 1.342 -0.456 -1.919 -0.0529 -1.4608 -1.3547 0.034
O 1.711 -0.249 -3.620 0.3649 0.1818 2.0355 -0.498
Cl 3.216 -0.311 -0.984 -0.2648 0.5837 -0.4433 -0.186
H 5.909 3.175 0.573 1.3967 0.2475 1.2017 -0.210
H 7.175 4.456 0.934 -0.5082 -1.5649 0.6502 0.284
H 6.490 3.411 2.343 0.5381 0.1034 -1.6806 -0.042
H 8.958 2.948 0.772 -1.2630 -1.4683 0.6735 0.215
H 8.126 1.589 1.844 -0.0740 0.9555 -1.3271 0.377
H 7.892 2.362 -1.262 -0.8716 -1.1780 1.3661 -0.348
H 6.519 1.330 -0.419 1.6134 0.4723 -0.2005 -0.090
H 9.420 0.174 -0.044 -1.4462 0.2877 -0.8918 0.345
H 7.847 -0.627 -0.634 1.1588 1.0133 -0.4090 0.247
H 10.060 -0.271 -2.282 -1.3148 1.3520 -0.1787 0.336
H 9.438 1.504 -2.522 -0.2082 -1.5515 0.8137 0.253
H 8.667 -0.311 -4.413 -0.6016 0.6514 1.5795 0.320
H 7.731 -1.107 -3.048 0.6687 1.5508 -0.6549 0.312
H 6.234 0.956 -2.682 1.1312 -0.3847 -1.3485 -0.232
H 6.135 0.409 -4.430 1.3144 0.4133 1.2793 0.408
H 6.950 2.397 -5.268 0.4672 0.0628 1.6729 0.374
H 8.326 2.593 -4.052 -1.8762 -0.3983 -0.0325 0.314
H 6.627 4.497 -3.964 -0.3599 -1.4731 0.9813 0.347
H 6.590 3.667 -2.323 -0.4092 -0.5193 -1.4876 0.106
H 4.404 3.608 -4.699 0.4806 -0.1830 1.4699 0.212
H 4.516 2.230 -3.482 0.1028 1.4025 -0.3132 -0.020
H 4.160 3.907 -1.449 0.0169 0.0847 -1.5749 -0.194
H 4.242 5.287 -2.668 -0.4772 -1.7194 0.3686 0.425
H 2.134 4.630 -3.786 0.1257 -0.8165 1.7343 0.403
H 1.889 4.927 -1.991 0.2890 -1.1713 -0.9619 0.189
H 1.050 2.571 -3.634 0.6367 -0.0673 1.4343 0.444
H 2.547 1.973 -2.702 -1.8198 0.9775 0.0529 -0.239
H 2.928 2.379 -0.591 -1.9984 -0.0186 0.6256 -0.190
H 1.998 3.816 -0.062 -0.4519 -2.0989 0.1467 0.369
H 1.098 5.760 0.390 -1.4748 -0.5921 1.1603 0.229
H -0.456 6.517 1.005 0.2786 -1.9336 -0.4780 0.372
H 0.362 5.291 2.099 -0.2261 -0.1886 -2.0028 0.313
H -0.814 -0.140 -3.252 -0.1425 1.4796 1.1743 0.782
H -0.835 1.665 -3.417 0.0356 -1.0323 1.3276 0.179
H -2.840 -0.213 -1.810 0.7876 1.8246 -0.4624 -1.251
H -4.421 0.504 -3.552 1.7713 0.8245 -0.1594 0.296
H -3.237 1.852 -4.223 -0.1551 -1.7022 0.8803 0.332
H -2.842 -0.012 -4.345 -0.7317 1.4776 0.7698 0.335
H -1.151 -1.406 -1.007 1.3558 0.8014 1.4868 0.396
H 0.358 -1.360 2.313 -0.6706 0.2287 -1.2613 0.164
H -1.982 -0.487 1.881 -0.5730 -0.3505 -1.7253 0.511
H -3.043 -0.178 0.368 1.2120 -0.8098 0.5113 -0.121
H -3.892 -2.208 1.548 1.8603 -0.1341 -0.7950 -0.399
H -2.271 -3.042 1.691 -0.7269 1.1800 -1.4272 0.532
H -3.199 -2.380 -1.293 -0.4939 -0.5342 1.5432 0.093
H -4.242 -3.617 -0.406 1.5648 0.6905 0.3047 0.407
H -2.277 -4.549 -1.586 -0.0544 0.4965 0.9400 0.159
H -1.218 -3.612 -0.775 -0.8733 -0.4147 0.3480 0.273
H 2.486 -0.829 -3.807 -0.7881 0.4699 0.2224 0.366
F 7.309 4.057 4.797 0.1058 0.1029 -0.1098 -0.325
C 6.569 3.298 5.622 -0.4783 -0.4815 0.5239 0.386
C 5.187 3.317 5.509 -0.0281 0.1077 -0.1474 -0.283
C 4.421 2.527 6.359 0.3095 -0.0730 0.1218 -0.457
C 5.045 1.734 7.320 -0.0440 -0.0052 0.0074 -0.442
C 6.433 1.726 7.428 -0.2214 0.1386 -0.1883 -0.337
C 7.200 2.508 6.570 0.1822 0.0291 -0.0194 -0.502
H 4.719 3.947 4.761 0.0516 -0.0379 0.0221 0.461
H 3.340 2.529 6.275 0.1238 0.0305 -0.0282 0.381
H 4.446 1.121 7.986 0.0735 0.0709 -0.0786 0.366
H 6.917 1.111 8.179 -0.0213 0.0703 -0.1050 0.355
H 8.282 2.507 6.634 -0.0601 0.0411 -0.0270 0.400
F -1.523 -4.430 -3.952 -0.1661 0.1625 0.0318 -0.294
C -0.561 -5.345 -4.158 0.6945 -0.6584 -0.1355 0.533
C 0.200 -5.282 -5.315 -0.0599 0.1715 -0.0877 -0.503
C 1.200 -6.226 -5.527 -0.1328 -0.1129 0.3164 -0.363
C 1.420 -7.228 -4.584 0.0360 -0.0036 -0.0393 -0.484
C 0.646 -7.284 -3.429 0.0284 0.1864 -0.2615 -0.470
C -0.346 -6.334 -3.211 -0.1670 0.0722 0.1168 -0.272
H 0.009 -4.500 -6.041 -0.0148 -0.0256 0.0683 0.405
H 1.807 -6.182 -6.425 -0.0964 0.0178 0.0798 0.364
H 2.197 -7.967 -4.753 -0.0938 0.0850 0.0242 0.359
H 0.816 -8.068 -2.698 -0.0412 0.1179 -0.0520 0.369
H -0.952 -6.358 -2.312 0.0263 0.0078 -0.0372 0.376
F -5.265 -2.891 4.042 0.0752 -0.1930 -0.0744 -0.360
C -5.853 -1.738 4.398 -0.3616 0.8468 0.2341 0.051
C -7.141 -1.760 4.910 0.0143 -0.2138 0.0063 -0.299
C -7.750 -0.566 5.283 0.3036 0.1452 -0.1313 -0.477
C -7.067 0.639 5.129 -0.0597 -0.0111 0.0221 -0.408
C -5.776 0.650 4.608 -0.2034 -0.2100 0.0660 -0.516
C -5.163 -0.545 4.246 0.1666 -0.0882 -0.1051 -0.214
H -7.659 -2.705 5.016 0.1052 0.1000 0.0616 0.616
H -8.754 -0.574 5.693 0.0977 -0.0602 -0.0686 0.408
H -7.544 1.571 5.416 0.0610 -0.1037 -0.0381 0.380
H -5.247 1.590 4.485 -0.0208 -0.1285 -0.0023 0.411
H -4.155 -0.556 3.846 -0.0567 -0.0269 -0.0105 0.402
F -9.868 -3.354 4.792 -0.1101 0.1447 0.1036 -0.281
C -9.714 -4.491 4.094 0.0905 -0.7793 -0.5012 0.300
C -10.563 -5.559 4.336 -0.1201 0.0492 0.1329 -0.526
C -10.407 -6.735 3.610 0.2726 0.2085 -0.1295 -0.399
C -9.396 -6.833 2.656 -0.0269 -0.0448 -0.0015 -0.485
C -8.546 -5.756 2.424 -0.2554 -0.0761 0.1749 -0.599
C -8.708 -4.576 3.142 0.0611 0.1860 -0.0009 0.115
H -11.339 -5.467 5.088 0.0524 0.0385 -0.0444 0.414
H -11.071 -7.574 3.786 0.0617 0.1102 0.0162 0.357
H -9.272 -7.753 2.093 -0.0086 0.1107 0.0651 0.363
H -7.756 -5.835 1.684 -0.0776 0.0537 0.0890 0.397
H -8.060 -3.724 2.968 -0.0279 -0.0455 0.0378 0.355
F -5.578 -1.533 0.554 -0.0481 -0.0275 0.0233 0.065
C -6.620 -0.916 -0.018 -0.9079 0.4400 -0.3958 -0.109
C -6.398 0.182 -0.832 0.2681 -0.0111 -0.0545 0.053
C -7.478 0.821 -1.431 -0.1741 -0.2585 0.1735 -0.548
C -8.772 0.361 -1.199 0.0028 0.0332 -0.0302 -0.485
C -8.986 -0.741 -0.374 0.2502 0.1580 -0.1077 -0.647
C -7.903 -1.386 0.216 0.0251 -0.1468 0.1271 -0.401
H -5.382 0.527 -0.991 -0.0653 0.0243 0.0395 0.448
H -7.312 1.678 -2.076 0.0362 -0.0785 0.0958 0.431
H -9.616 0.863 -1.663 0.0929 -0.0607 0.0612 0.366
H -9.994 -1.096 -0.191 0.1282 0.0031 -0.0036 0.385
H -8.050 -2.251 0.853 0.0294 0.0528 -0.0092 0.442
```
Positions in Å, forces in eV/Å.

Values from the calculation:
- structure (SMILES) = CCCCCCCCCCCCC[C@@](CC(=O)F)(N(F)S(C)(=O)=O)[C@](C[C@H](C)Cl)(O[C@@H](S)CCCN)P(O)Cl.Fc1ccccc1.Fc1ccccc1.Fc1ccccc1.Fc1ccccc1.Fc1ccccc1
- relative energy (zero: lowest compared OMol25 entry of this formula, charge and spin) (kcal per mole) = 199.2
- molar mass (g/mol) = 1142.21
- HOMO level (eV) = -8.70
- charge = 0